# 1
Molecular formula: C32H96O16S16
Method: DFT, ωB97M-V/def2-TZVPD

The calculation puts the largest force on an atom at 3.80 eV/Å. The electronic energy is -8850.72458 a.u. As for the net charge: +1. The calculation puts the lowest unoccupied orbital energy (alpha / beta) at -2.9962 / -8.0058 eV. Its multiplicity is 2.

```
160
Properties=species:S:1:pos:R:3:forces:R:3:lowdin_charge:R:1
H 6.11699 -3.52788 2.55790 0.2 0.1 -0.5 0.06
H 3.34992 -5.97132 2.71718 0.1 0.0 -0.6 0.04
H -1.96625 0.94679 -7.75001 -0.1 -0.1 0.0 0.05
H -6.46606 2.61306 -5.10729 0.0 0.3 0.4 0.05
H 3.54999 2.40565 -3.24373 0.2 0.2 -0.6 0.04
C 5.26548 -2.90645 2.28067 -0.5 0.2 0.0 -0.24
C 1.94101 5.76037 0.31093 -0.8 0.0 -0.4 -0.22
H 0.42647 0.00033 -1.82669 0.0 -0.2 -0.2 0.02
H 1.51518 5.82885 -3.25648 -0.1 -0.3 -0.3 0.07
C 3.18887 3.41306 -3.03678 -0.1 -0.7 -0.4 -0.16
H 5.51164 -2.03662 1.67165 0.3 -0.3 -0.2 0.02
O -0.08357 4.70983 -1.05648 0.7 -0.5 0.8 -0.56
H -1.61075 -5.25365 -2.81847 -0.8 0.0 0.1 0.00
H 3.73193 -1.75627 -0.47398 0.2 0.1 -0.6 0.03
H 0.39038 -6.71904 1.39521 0.7 0.6 -0.3 0.05
H -2.68288 3.42253 -2.39668 0.2 0.0 -0.4 0.03
C -0.38871 -6.50895 0.66240 0.1 -0.6 0.7 -0.25
O -1.86526 4.11490 4.20256 -0.9 -2.8 -0.6 -0.59
H -1.46619 -1.81672 3.71512 0.1 -0.7 0.1 0.01
S 1.05348 4.18997 -0.20177 0.5 0.9 1.0 0.80
H -3.72836 2.99209 6.17617 0.1 0.2 -0.5 0.05
H -2.89918 -3.68187 0.48122 -0.1 -0.4 0.5 0.05
S 4.03774 -3.97845 1.42283 -1.2 0.1 2.3 0.89
C -2.53883 -1.92595 3.87517 -0.3 0.4 -0.6 -0.25
S -0.49797 0.66988 -5.90362 0.4 2.1 -0.8 0.83
C -2.12508 0.98488 -6.67232 0.5 -0.1 -0.1 -0.23
S 2.63835 0.97339 4.13581 1.1 0.6 -0.7 0.87
H 0.89933 1.35846 -0.85611 -0.2 0.2 0.5 0.02
O 4.57005 4.78010 -4.97248 -0.9 -0.1 0.1 -0.27
C 2.08023 -0.74844 4.24777 0.5 0.0 -0.2 -0.26
C 1.31873 -5.15895 -0.93186 0.2 0.3 0.3 -0.26
H -0.63040 -4.51533 -3.91720 0.1 1.0 -0.3 0.05
H -7.85108 -0.53334 1.35250 0.1 0.6 -0.5 0.06
S -3.28777 -3.28659 2.87154 -1.6 0.2 -0.9 0.87
O -1.65042 0.99160 0.89216 0.8 -0.8 -0.4 -0.57
O -5.09373 5.81056 0.57980 2.2 -0.9 -0.6 -0.58
H 1.57024 1.83811 -6.77245 -0.1 -0.4 0.3 0.02
H 4.79020 -0.05812 4.84584 -0.2 -0.2 -0.1 0.05
H -2.55271 1.94077 -6.36981 0.3 0.2 0.2 0.03
H -5.69237 0.53200 1.39675 0.3 0.5 0.3 0.05
S -4.44069 3.61487 -4.03109 -0.4 -0.4 -0.3 0.85
C -0.72933 1.66187 4.07089 -0.4 0.0 0.8 -0.27
O -3.55449 3.76263 -5.24636 -0.4 -0.4 0.6 -0.60
O -0.05081 -2.57173 5.66504 0.2 -1.3 -0.2 -0.58
H -5.13846 1.47089 -4.89400 0.1 -0.1 -0.1 0.03
H 0.11192 2.26551 4.41155 -0.4 0.5 0.1 0.04
H 0.24473 2.01405 -7.89994 0.0 -0.5 -0.1 0.04
H 0.92228 -1.57758 0.43284 -0.4 -0.2 -0.3 0.04
H 1.98837 -3.73618 3.80936 0.1 0.1 1.0 0.02
H 1.32456 3.64373 2.27085 0.6 0.0 -0.7 0.05
C 5.07600 1.73796 0.04101 -0.1 -0.6 -0.2 -0.22
H -7.06741 -1.85149 1.99554 0.8 -0.5 -0.4 0.05
C 0.49258 1.98755 -6.83883 -0.6 -0.3 -0.7 -0.23
H -3.01284 1.84377 -3.26175 0.3 0.1 -0.1 0.03
C -2.84693 2.37939 5.98698 0.2 -0.8 -0.5 -0.22
H 2.92464 5.72851 0.77948 -0.2 -0.6 0.2 0.06
H 1.15250 -1.25944 -3.48931 0.3 0.4 -0.6 0.01
C 1.07407 -4.31805 3.92594 -0.4 0.8 0.1 -0.28
H -3.14890 1.35113 6.18595 0.0 -0.2 -0.3 0.04
C -3.43033 2.72693 -2.77819 -0.5 -0.2 -0.2 -0.25
H 1.52742 -2.90699 -4.05977 0.3 0.1 0.0 0.05
H -2.10823 3.67763 1.09433 -0.3 0.2 0.1 0.01
H -1.38591 -3.24019 1.32557 0.0 0.2 0.0 0.02
H 2.55041 6.84427 -4.37616 -0.5 -0.2 -0.3 0.08
H 4.86271 -2.52682 3.21969 -0.4 -0.2 0.0 0.05
H 0.99089 -0.72675 4.27874 0.1 0.0 -0.1 0.02
C 2.50406 6.00805 -3.67853 0.5 0.8 -0.4 -0.17
O 2.63799 -3.36003 1.57007 1.9 -0.4 -0.3 -0.59
H 4.07800 1.94772 -0.34383 -0.2 0.0 0.5 0.03
H -0.50438 1.33262 3.05645 -0.5 -0.1 0.0 0.01
C -2.03403 -1.58202 -3.78438 0.5 -1.1 0.9 -0.23
H 1.62195 -4.80272 -1.91637 -0.3 -0.2 -0.1 0.04
H -4.00144 2.40148 -1.90869 -0.4 0.1 -0.2 0.04
S 5.43758 0.03130 -0.59495 -1.1 0.9 -0.5 0.86
C 1.30083 -4.74508 6.60004 -1.1 0.9 -0.6 -0.22
H 3.18478 6.32379 -2.88796 0.2 -0.6 0.1 0.08
H 2.41894 -1.22845 5.16591 0.0 0.4 0.2 0.06
H -2.79974 0.18563 -6.36550 0.1 -0.1 0.0 0.04
O -0.53443 1.28088 -4.54212 0.0 -0.5 0.7 -0.60
H -8.14019 -2.04520 0.60123 0.5 -0.2 -0.4 0.06
H 5.05168 1.61209 4.53934 -0.7 0.4 0.1 0.05
H -4.44570 -0.66923 1.67321 0.0 -0.3 -0.4 0.02
H 2.46550 -1.34875 3.42357 -0.2 0.1 -0.3 0.03
O -1.04326 -2.79414 -1.42683 -0.3 0.1 -1.2 -0.61
H -0.55084 1.42844 -1.92355 -0.4 0.0 0.4 0.04
H 5.17911 1.82663 1.12249 -0.3 0.0 -0.1 0.04
S -6.06725 -1.04345 -0.17047 -0.7 0.4 -1.7 0.82
S -3.69795 5.36776 0.10792 -1.0 0.6 1.5 0.84
S 0.02045 -4.06674 5.39985 1.6 0.6 0.4 0.86
H 2.14263 3.31784 -2.74626 -0.1 0.3 0.1 0.05
H -1.00518 -1.52039 -4.13901 -0.1 0.2 0.0 0.01
H 3.82024 3.80769 -2.24069 -0.1 0.6 -0.2 0.08
H 1.09423 -0.07018 1.26342 -0.1 0.4 0.0 0.02
C -5.70809 2.26230 -4.40689 1.6 0.3 0.3 -0.21
H 5.12909 -5.79391 2.66026 -0.1 -0.1 -0.5 0.06
H 2.20347 -4.16354 6.41254 0.0 -0.2 0.1 0.04
H 0.24695 3.00122 -6.52221 -0.3 -0.2 0.7 0.05
C -3.19092 3.79906 1.06063 -0.9 1.0 -0.7 -0.23
C 4.48494 0.75178 4.18330 -0.1 -0.3 0.2 -0.23
S -2.32185 2.60834 4.17468 1.4 3.0 1.8 0.88
O -6.77475 -0.06675 -1.14903 1.4 -1.2 1.7 -0.59
H 5.72838 2.45324 -0.45986 0.4 -0.4 0.0 0.05
H 4.63494 0.35062 -4.52876 -0.1 -0.3 -0.1 0.04
H 4.18503 -4.97050 3.81943 -0.1 1.0 -0.2 0.05
C -1.64767 -4.43269 -3.53454 0.3 0.3 0.7 -0.23
O 5.49748 0.30711 -2.06729 0.0 -0.3 0.2 -0.59
H 3.72969 -0.73367 0.87257 -0.4 0.5 0.1 0.02
C -2.45491 -3.04324 1.24468 -0.5 0.5 0.5 -0.27
H 0.86071 -4.47868 7.56099 0.3 -0.3 0.1 0.05
H -2.69981 -1.86166 -4.60087 -0.1 -0.1 0.1 0.05
C 4.18083 -5.26790 2.77080 0.0 -0.4 -0.2 -0.24
H -2.61353 6.74723 1.90675 0.1 -0.6 0.1 0.06
H 0.50291 -3.85610 3.12066 -0.3 -0.9 -0.4 0.03
H -3.62273 2.97304 0.49552 0.1 0.1 -0.2 0.01
C -2.48007 6.59603 0.83557 -0.8 -0.6 -0.2 -0.23
H -3.71019 3.81334 2.01888 0.4 0.3 0.1 0.03
H -4.29277 0.56509 0.31743 0.1 -0.4 -0.1 0.03
C 0.02798 0.81993 -1.22873 0.5 -1.0 0.0 -0.23
C 0.36364 -0.83657 1.00461 0.9 0.7 -0.4 -0.23
H -0.07860 2.87692 1.57487 0.3 -0.3 -0.7 0.01
S 3.16925 4.53028 -4.50640 0.8 0.0 2.1 1.09
S 3.63682 -1.75309 -3.81105 0.0 -1.4 -2.8 0.87
H 1.43711 -5.81903 6.47297 -0.1 0.1 0.0 0.05
O -4.78291 -3.01385 2.57899 2.4 0.0 0.7 -0.58
C -4.94497 -0.08614 0.89936 -1.4 0.6 0.3 -0.25
H -0.13049 4.51658 1.96617 0.0 0.6 -0.4 0.05
S 0.17771 -6.58144 -1.04829 1.2 -0.6 0.2 0.84
H 0.11225 -1.28236 1.96698 -0.9 0.0 -0.3 0.04
C -7.33974 -1.43830 1.02436 -1.0 0.5 1.2 -0.28
H 1.33797 -5.37441 3.87563 -0.5 0.0 -0.5 0.05
O 1.02259 -7.82069 -1.20013 -0.7 1.0 0.2 -0.55
H -0.82198 0.84399 4.78545 0.0 -0.4 -0.2 0.04
H 2.94735 -0.13773 -0.67528 0.1 0.1 0.1 0.04
H -2.36446 -0.66317 -3.29999 0.1 -0.1 0.0 0.04
O 2.40880 1.49151 2.72093 0.0 -0.7 0.9 -0.58
H 3.00760 0.59559 -3.85603 0.0 -0.1 0.3 0.01
S -2.11342 -2.95167 -2.48974 0.3 -0.4 -0.6 0.87
O 3.90935 -2.69687 -5.02262 -0.4 1.8 2.3 -0.57
H -0.87528 -5.55346 0.85829 -0.1 -0.1 0.0 0.03
H -2.75914 -2.12978 4.92303 0.1 -0.1 -0.2 0.05
H -2.70218 7.56693 0.39269 0.0 -0.2 -0.4 0.04
H 2.02617 6.37936 -0.58221 -0.1 -0.2 -0.2 0.02
H -2.10039 2.61756 6.74464 0.4 0.3 -0.5 0.05
H -2.68636 -2.04105 0.88394 0.3 0.2 0.2 0.01
S -0.98949 -0.06430 0.01561 -0.4 1.0 0.8 0.86
H -2.36961 -4.59868 -4.33414 -0.1 0.1 0.2 0.05
H 0.87387 -4.34913 -0.35359 -0.3 0.1 -0.3 0.02
H -1.02936 -7.35941 0.89557 -0.6 0.2 -0.7 0.06
H -6.06573 1.87370 -3.45337 -0.4 0.2 -0.1 0.04
C 3.76225 -0.69758 -0.21635 1.2 0.0 0.4 -0.25
H 3.11121 0.03374 -5.47988 0.3 -0.5 -0.2 0.05
C 0.53750 3.77489 1.52826 -1.0 0.1 0.1 -0.25
H -1.50023 6.21976 0.54159 0.1 0.2 0.1 0.00
H 1.74003 -2.34847 -2.37081 0.4 -0.4 0.1 0.02
C 3.61285 -0.02784 -4.51413 -0.7 -0.3 0.5 -0.25
H -2.89504 -0.92735 3.62220 -0.6 -0.1 -0.3 0.04
H 2.24196 -5.38336 -0.39766 -0.1 -0.7 0.0 0.03
C 1.85857 -2.08714 -3.42236 -0.2 0.6 0.4 -0.24
H 4.82915 0.58443 3.16270 -0.3 -0.3 -0.1 0.02
H 1.19930 6.25375 0.93906 0.2 0.1 0.2 0.05
```
Forces are in eV/Å.

=====

# 2
Molecular formula: C33H19CoF3N8O3S2
Method: DFT, ωB97M-V/def2-TZVPD

The calculation puts the largest force on an atom at 0.70 eV/Å. The electronic energy is -4411.26408 a.u. As for the net charge: +1. The calculation puts the lowest unoccupied orbital energy at -3.9806 eV.

```
69
Properties=species:S:1:pos:R:3:forces:R:3:lowdin_charge:R:1
H -4.09562 -0.93876 1.79085 0.0 0.0 0.0 0.12
H 1.24310 6.03908 -1.61130 0.0 0.0 0.0 0.13
O 2.03449 0.07102 3.48188 0.0 0.0 0.0 -0.20
N 3.92191 5.88794 -1.02834 0.0 0.0 0.0 -0.20
N -0.61662 -4.85832 1.34997 0.0 0.0 0.0 0.14
H -1.63423 -4.11370 -2.86655 0.0 0.0 0.0 0.12
H -4.30672 1.94524 -1.36537 0.0 0.0 0.0 0.11
C -0.19592 4.44844 -1.43832 0.0 0.0 0.0 0.01
C 3.41022 -0.13168 0.61726 0.0 0.0 0.0 -0.06
H 5.46249 -0.55802 1.06413 0.0 0.0 0.0 0.12
C 1.34280 -4.62878 0.02920 -0.1 0.0 -0.1 -0.01
C -8.25362 0.36440 0.34928 0.0 0.0 0.0 -0.18
C -4.80202 1.29724 -0.65471 0.0 0.0 0.0 -0.02
N 0.61410 2.36227 -0.63544 -0.2 -0.2 0.0 0.06
H 3.03734 -1.11745 0.86204 0.0 0.0 0.0 0.13
C 2.07989 -4.70301 1.19763 0.1 0.1 0.0 -0.13
C 0.18916 -4.89148 2.40501 0.0 0.0 0.0 -0.19
F -0.52463 -1.31165 4.31373 0.0 0.0 0.0 0.17
H 1.63721 0.70523 -2.45203 0.0 0.0 0.0 0.12
F -0.45759 0.77918 4.88661 0.0 0.0 0.0 0.18
H -1.35582 2.64232 -1.11129 0.0 0.0 0.0 0.11
C -1.39782 0.59203 0.17940 0.0 0.1 0.2 -0.05
C 0.46465 -2.32032 -3.38696 0.0 0.0 0.0 0.02
C 4.22552 2.41544 0.03081 0.0 0.0 0.0 -0.06
C -6.06575 -0.37774 1.16854 0.0 0.0 0.0 -0.01
H 1.63546 -0.82437 -4.40611 0.0 0.0 0.0 0.12
C 1.05857 5.00733 -1.34269 0.0 0.0 0.0 0.05
C -6.81758 0.41401 0.30326 0.0 0.0 0.0 -0.22
C -0.38636 3.11852 -1.07157 0.0 0.0 0.0 -0.04
H -6.56789 -1.02536 1.87381 0.0 0.0 0.0 0.13
C 5.17207 1.47765 0.45450 0.0 0.0 0.0 0.05
Co 0.46683 0.62432 0.24247 0.7 0.0 0.1 0.49
S 5.50392 5.89576 -0.73188 0.0 0.0 0.0 1.07
C -0.16619 -2.65993 -2.19603 0.0 0.0 0.1 -0.17
C 1.85253 2.89489 -0.54101 0.0 0.0 -0.1 -0.11
N 5.70380 4.37113 -0.25659 0.0 0.0 0.0 -0.20
C 3.48782 4.66855 -0.75573 0.0 0.0 0.0 -0.30
N 2.50772 0.75487 0.22855 -0.1 0.1 -0.1 0.06
H -6.77463 1.86396 -1.27625 0.0 0.0 0.0 0.12
H 0.43362 -3.00118 -4.22842 0.0 0.0 0.0 0.13
O 0.60179 1.50444 2.04642 -0.1 0.0 -0.1 -0.28
H -1.67547 -5.53573 -0.98999 0.0 0.0 0.0 0.12
C 1.13264 -1.10986 -3.49345 0.0 0.0 0.0 -0.02
H -0.28604 -4.99816 3.37306 0.0 0.0 0.0 0.11
H 3.16470 -4.67971 1.17658 0.0 0.0 0.0 0.11
C -4.68572 -0.32900 1.12017 0.0 0.0 0.0 -0.01
H -1.04206 5.02321 -1.78540 0.0 0.0 0.0 0.12
N 1.51586 -4.81897 2.39481 0.0 0.0 0.0 0.09
C 4.76053 0.19456 0.73611 0.0 0.0 0.0 0.01
C -0.13045 -1.72807 -1.16326 0.0 -0.1 0.0 -0.03
S 0.84635 0.20093 2.71915 -0.2 -0.1 0.0 0.63
H -0.66167 -1.89950 -0.23755 0.0 0.0 0.0 0.13
O 0.63938 -0.79271 1.61704 -0.1 0.0 -0.1 -0.32
C 4.51495 3.79403 -0.31132 0.0 0.0 0.0 -0.30
N -9.40090 0.32328 0.38482 0.0 0.0 0.0 0.17
C -4.03959 0.50860 0.20860 0.0 0.0 0.0 -0.24
C -0.03947 -4.71135 0.15648 0.0 0.1 0.0 -0.29
C 2.11632 4.21517 -0.88835 0.0 0.0 0.0 -0.06
C -2.60529 0.55345 0.17040 0.0 0.0 0.0 -0.06
H 1.81896 -4.56038 -0.93926 0.0 0.0 0.0 0.12
C 2.90191 2.00407 -0.07643 0.1 0.0 0.0 -0.12
C -0.94924 -4.73103 -1.00937 0.0 0.0 -0.1 -0.01
F -1.71340 0.14588 3.23999 0.0 0.0 0.0 0.17
C 1.13798 -0.25262 -2.41523 0.0 0.0 0.1 -0.08
C -0.95217 -3.90186 -2.05009 0.0 0.0 0.0 -0.03
C -6.18223 1.25326 -0.60909 0.0 0.0 0.0 -0.02
C -0.57122 -0.06288 3.87284 0.0 0.0 0.0 -0.67
H 6.20802 1.77359 0.55443 0.0 0.0 0.0 0.13
N 0.50930 -0.56173 -1.27444 -0.1 0.2 0.0 0.00
```
Forces are in eV/Å.